# 1
{
  "formula": "C56H81Br2N7O2PS2SeTi",
  "method": "the ωB97M-V functional and the def2-TZVPD basis",
  "fmax_ev_per_a": 1.94,
  "e_tot_ev": -333427.058,
  "s_squared": 2.0229,
  "gap_ha": [0.1905, 0.2491],
  "spin_multiplicity": 3,
  "charge": -1,
  "e_above_lowest_kcal_mol": 0.00,
  "species": ["Ti", "C", "C", "C", "C", "C", "C", "C", "Se", "C", "C", "C", "C", "C", "C", "O", "C", "C", "C", "C", "C", "C", "C", "C", "C", "O", "C", "C", "C", "C", "C", "C", "H", "H", "H", "H", "H", "H", "H", "H", "H", "H", "H", "H", "H", "H", "H", "H", "H", "H", "H", "H", "H", "H", "H", "H", "H", "H", "H", "H", "H", "H", "H", "H", "H", "H", "H", "H", "H", "H", "H", "H", "Br", "C", "C", "C", "N", "C", "C", "C", "C", "C", "Br", "C", "C", "N", "H", "H", "H", "H", "H", "H", "S", "C", "N", "C", "C", "S", "H", "H", "H", "H", "H", "N", "P", "N", "C", "C", "C", "C", "C", "N", "C", "C", "C", "C", "C", "N", "C", "C", "C", "C", "C", "H", "H", "H", "H", "H", "H", "H", "H", "H", "H", "H", "H", "H", "H", "H", "H", "H", "H", "H", "H", "H", "H", "H", "H", "H", "H", "H", "H", "H", "H"],
  "coordinates": [[-0.48122, -0.31587, 0.73449], [7.28738, 0.17983, 1.26119], [6.41553, 1.39991, 0.91293], [6.69047, 1.79367, -0.53377], [6.81771, 2.57419, 1.82181], [4.93665, 1.05944, 1.14222], [4.00950, 1.03005, 0.11568], [2.67241, 0.75366, 0.37665], [1.48172, 0.43185, -1.11692], [1.98699, -1.40840, -1.38065], [2.88815, -1.76528, -2.37011], [3.22713, -3.10813, -2.55826], [2.52920, -4.03672, -1.79388], [1.60395, -3.72690, -0.79645], [1.38302, -2.35527, -0.51687], [0.66811, -1.91646, 0.48114], [0.87000, -4.92302, -0.12035], [-0.13101, -4.51313, 0.97341], [0.08048, -5.68087, -1.19757], [1.90284, -5.85924, 0.53068], [4.29920, -3.57615, -3.55115], [5.07678, -2.40067, -4.13911], [5.30474, -4.48858, -2.83150], [3.64530, -4.35627, -4.70334], [2.17499, 0.53679, 1.67884], [0.87887, 0.44140, 1.88815], [3.14157, 0.41596, 2.71676], [4.47145, 0.70603, 2.41632], [2.73502, -0.08573, 4.11180], [3.92786, -0.31014, 5.03084], [2.03317, -1.45317, 3.95396], [1.80094, 0.94677, 4.77722], [8.35495, 0.40775, 1.10845], [7.14915, -0.12319, 2.30544], [7.01809, -0.67404, 0.62605], [7.74755, 2.06162, -0.64623], [6.47774, 0.96451, -1.22353], [6.08386, 2.65851, -0.83493], [7.87372, 2.84444, 1.66245], [6.19466, 3.45347, 1.60888], [6.68676, 2.32198, 2.88200], [4.30476, 1.19580, -0.91686], [3.31209, -0.97938, -2.98437], [2.70504, -5.09389, -1.99777], [-0.94745, -3.91315, 0.56706], [-0.55812, -5.42537, 1.41320], [0.34257, -3.92800, 1.76213], [-0.64047, -5.00817, -1.67951], [0.73727, -6.09049, -1.97879], [-0.47789, -6.51527, -0.74449], [2.46174, -5.31981, 1.30880], [1.39606, -6.71625, 0.99773], [2.62999, -6.24626, -0.19623], [5.54117, -1.79727, -3.34724], [5.87238, -2.77818, -4.79292], [4.43117, -1.74502, -4.73840], [5.78088, -3.95074, -2.00245], [4.81987, -5.38094, -2.41892], [6.09036, -4.81892, -3.52918], [2.94182, -3.71375, -5.24718], [4.40597, -4.71780, -5.41150], [3.08724, -5.22314, -4.32576], [5.19818, 0.64420, 3.22404], [4.63146, -1.03998, 4.61083], [4.47064, 0.62157, 5.23726], [3.56440, -0.70449, 5.98806], [2.77640, -2.22357, 3.72605], [1.51733, -1.73116, 4.88312], [1.31318, -1.45265, 3.14880], [2.39206, 1.77316, 5.20191], [1.10751, 1.38023, 4.05592], [1.22182, 0.48829, 5.59561], [-5.35373, -4.15480, -2.01450], [-3.92345, -3.17187, -1.26376], [-2.78553, -2.94100, -2.04120], [-1.84321, -2.09617, -1.49702], [-1.90657, -1.58327, -0.28702], [-2.93632, -1.95913, 0.53754], [-4.03300, -2.69603, -0.00437], [-2.78303, -1.67584, 1.92531], [-3.60899, -2.26557, 2.92714], [-3.26885, -2.10481, 4.20048], [-4.24815, -3.00518, 5.54147], [-2.15719, -1.29467, 4.58779], [-1.44971, -0.71303, 3.58132], [-1.67912, -0.91575, 2.29926], [-2.68423, -3.33409, -3.04290], [-0.97909, -1.81019, -2.08032], [-4.92901, -2.87605, 0.58009], [-4.46447, -2.87890, 2.65761], [-1.87910, -1.15044, 5.62241], [-0.59573, -0.08339, 3.79940], [-1.25287, 2.59981, 3.91135], [-2.70083, 1.84211, 3.88861], [-3.35023, 1.53287, 5.01380], [-4.59258, 0.79027, 4.89770], [-5.11999, 1.13967, 3.52970], [-3.68244, 1.48208, 2.45949], [-2.75996, 1.36922, 5.81275], [-5.27875, 1.10104, 5.67902], [-4.43328, -0.28663, 4.99345], [-5.74458, 2.03214, 3.55695], [-5.67411, 0.31143, 3.09284], [-1.42554, 1.24236, 0.07370], [-2.15372, 2.05869, -0.99174], [-1.23593, 2.52340, -2.32898], [-0.06809, 3.36857, -1.96832], [0.94060, 3.38881, -3.10816], [0.32483, 4.06359, -4.35789], [-1.21202, 4.08691, -4.27343], [-1.77043, 2.78950, -3.68569], [-3.50763, 1.46506, -1.77451], [-4.75259, 1.33169, -0.99906], [-5.94164, 1.48612, -1.93673], [-5.87589, 0.46102, -3.08272], [-4.51296, 0.51800, -3.79584], [-3.41294, 0.36391, -2.75515], [-2.79737, 3.49574, -0.41474], [-3.47433, 4.43426, -1.31487], [-4.70505, 5.05057, -0.60985], [-4.53492, 5.01106, 0.92259], [-3.07494, 5.26521, 1.29349], [-2.14408, 4.17931, 0.70495], [0.36449, 2.97743, -1.06195], [-0.36916, 4.40386, -1.74646], [1.22348, 2.36644, -3.32888], [1.84804, 3.91026, -2.78258], [0.62731, 3.51924, -5.25803], [0.69729, 5.08701, -4.46135], [-1.64277, 4.22080, -5.26864], [-1.54082, 4.93023, -3.65493], [-1.50566, 1.96482, -4.36022], [-2.85103, 2.84890, -3.65425], [-4.77424, 2.09693, -0.22414], [-4.79875, 0.35148, -0.50764], [-5.92598, 2.50280, -2.35637], [-6.87648, 1.36745, -1.37488], [-6.68428, 0.63858, -3.79370], [-6.01143, -0.54914, -2.66699], [-4.40453, 1.47719, -4.31694], [-4.43799, -0.28087, -4.54420], [-2.41801, 0.33888, -3.19542], [-3.57853, -0.58699, -2.25337], [-3.78543, 3.90659, -2.21257], [-2.77926, 5.23385, -1.61908], [-5.60782, 4.49557, -0.88940], [-4.83514, 6.08419, -0.94624], [-4.82762, 4.03068, 1.29757], [-5.18677, 5.75784, 1.38710], [-2.94784, 5.28752, 2.37831], [-2.78868, 6.25181, 0.91091], [-1.89233, 3.43837, 1.43552], [-1.20219, 4.64632, 0.39567]]
}

# 2
{
  "formula": "C11H9FS2",
  "method": "the ωB97M-V functional and the def2-TZVPD basis",
  "fmax_ev_per_a": 4.38,
  "e_tot_ev": -35937.932,
  "gap_ha": 0.2836,
  "charge": 0,
  "e_above_lowest_kcal_mol": 0.00,
  "smiles": "CCC1=C2C=CS[C@@]2(F)c2sccc21",
  "species": ["C", "C", "C", "C", "C", "C", "S", "C", "F", "C", "S", "C", "C", "C", "H", "H", "H", "H", "H", "H", "H", "H", "H"],
  "coordinates": [[-2.56090, 0.16949, -0.83472], [-1.80823, 0.07008, 0.46041], [-0.40780, 0.08684, 0.17452], [0.44542, 1.05866, -0.32694], [0.35451, 2.50032, -0.15608], [1.37799, 2.95904, 0.54367], [2.52677, 1.74465, 0.97204], [1.82318, 0.55114, -0.28009], [2.76498, 0.83361, -1.34388], [1.70490, -0.85718, 0.05214], [2.67977, -2.29436, 0.19248], [1.26118, -3.31071, 0.29247], [0.13058, -2.58609, 0.36363], [0.37589, -1.18112, 0.10913], [-2.10136, -0.61152, -1.41661], [-2.43625, 1.06021, -1.34235], [-3.58109, -0.17999, -0.74265], [-2.01275, -0.81006, 1.20131], [-2.03667, 0.93417, 1.01586], [-0.38817, 3.16767, -0.55570], [1.59614, 4.04512, 0.94173], [1.17350, -4.45771, 0.41373], [-0.88159, -2.89225, 0.26586]]
}

- What is the charge in the second record?
  0